(1)
{"formula": "C5H39N2O13", "method": "wB97M-V/def2-TZVPD", "charge": 1, "homo_ha": -0.3997, "relative_energy_kj_mol": 762.7, "symbols": ["C", "C", "C", "C", "C", "N", "N", "H", "H", "H", "H", "H", "H", "H", "H", "H", "H", "H", "H", "H", "H", "H", "O", "H", "H", "O", "H", "H", "O", "H", "H", "O", "H", "H", "O", "H", "H", "O", "H", "H", "O", "H", "H", "O", "H", "H", "O", "H", "H", "O", "H", "H", "O", "H", "H", "O", "H", "H", "O"], "xyz": [[-2.7446, -3.6471, -1.0547], [-1.3457, -3.9720, -1.8970], [-0.1126, -3.5576, -1.1235], [-0.1381, -2.1129, -0.8801], [-0.9104, -1.1546, -1.5996], [-0.9843, 0.1750, -1.0572], [0.4527, -1.6049, 0.2655], [-3.2978, -4.5856, -1.1144], [-3.1724, -2.7474, -1.5808], [-2.4863, -3.4624, 0.0048], [-1.2605, -5.0689, -2.0106], [-1.7111, -3.5392, -3.0099], [0.7957, -4.1333, -1.7587], [0.0250, -4.2291, -0.2712], [-1.6766, -1.3685, -2.3841], [-1.9334, 0.5703, -1.3304], [-0.8070, 0.3890, -0.0690], [-0.3180, 0.7207, -1.6604], [0.6343, -0.5964, 0.1544], [1.1512, -2.1135, 0.7458], [-2.2950, -0.8354, 1.8200], [-2.8774, 0.4839, 1.3997], [-2.1972, -0.0418, 1.2601], [2.0237, -0.1764, 2.7333], [1.6991, -0.2529, 4.3927], [1.9519, 0.2973, 3.5806], [2.3364, 1.8404, -1.7506], [3.7873, 1.8647, -1.3545], [2.9211, 1.3180, -1.4061], [0.4480, -1.7248, 3.6349], [0.0441, -2.7988, 4.6729], [0.2512, -1.8950, 4.6877], [2.4972, -1.7025, 1.8262], [2.5808, -2.6506, 2.9092], [1.8925, -2.0964, 2.4770], [-4.1912, -0.0608, -0.9355], [-4.4868, 0.6066, -2.1869], [-3.7599, 0.0086, -1.8327], [0.5044, 1.0372, 2.4489], [-0.4988, -0.0918, 2.2407], [0.1737, 0.5327, 1.7887], [-0.7255, 2.5381, -4.1980], [-0.6433, 1.0356, -3.7744], [-1.0743, 1.7002, -4.3197], [-2.1011, 2.9275, -1.6496], [-3.0311, 2.9035, -0.3275], [-2.5256, 2.4654, -0.9499], [1.2303, 3.3058, 0.3867], [1.8766, 4.7533, 0.0877], [1.9027, 3.8363, -0.2864], [3.9350, -0.4733, 0.6789], [2.8755, 0.2152, -0.2105], [2.9074, -0.3754, 0.5849], [0.8550, 3.5615, -1.5839], [0.6961, 3.7328, -3.1506], [0.4068, 3.1518, -2.4053], [2.7271, 3.5255, 2.2535], [1.8595, 2.9231, 3.1811], [1.9198, 3.6423, 2.5226]], "forces_ev_per_a": [[2.29, -0.14, -1.28], [-3.80, -0.23, -1.04], [1.72, -2.45, -3.34], [-1.08, 3.31, -0.23], [0.76, -4.24, 0.90], [0.02, 2.13, -2.87], [-1.01, 0.90, -2.08], [-0.57, 0.54, -0.06], [-0.16, -1.20, 1.08], [-0.30, 0.16, -0.49], [-0.31, 0.52, -0.19], [2.16, -0.96, 2.81], [-1.60, 2.58, 1.22], [-0.65, 0.74, 0.61], [1.17, 0.21, 0.91], [0.77, -0.30, 0.72], [-0.26, -0.40, 0.12], [-0.60, 0.15, 1.14], [0.43, -1.42, 0.98], [0.36, -0.52, 0.05], [-0.31, 0.48, -0.50], [-5.12, 3.84, 1.30], [4.07, -4.82, -0.61], [-0.22, -0.17, 1.23], [0.62, 0.61, -2.27], [0.10, 0.59, 1.95], [-5.59, 5.00, -3.28], [-2.30, -1.35, -0.14], [7.88, -3.41, 3.00], [-0.47, -0.66, 3.89], [-0.51, -2.12, 0.29], [0.89, 2.72, -4.05], [-0.45, 0.58, -0.50], [-1.06, 0.10, 0.36], [2.03, -1.52, 0.02], [1.15, -0.52, -0.90], [1.64, -0.84, -0.28], [-2.79, 1.11, 1.10], [1.85, 2.47, 3.43], [1.83, 1.88, -1.26], [-3.25, -3.32, -2.42], [1.29, 2.03, 0.75], [0.30, 0.54, -0.18], [-1.81, -2.81, -0.79], [0.17, 1.39, -0.50], [-1.23, 2.19, 1.25], [1.19, -3.15, -0.72], [2.77, 2.04, -2.00], [0.02, -1.06, -0.36], [-2.76, -0.84, 2.67], [-2.77, 0.23, -0.11], [-0.39, -0.20, 0.35], [3.69, -0.19, 0.23], [-0.48, -0.43, -1.34], [-0.23, -0.64, 0.94], [0.89, 1.11, 0.41], [7.41, -0.64, -2.77], [-0.39, 0.44, -0.09], [-7.05, -0.05, 2.97]]}


(2)
{"formula": "C5H39N2O14", "method": "wB97M-V/def2-TZVPD", "charge": 1, "homo_ha": -0.4797, "relative_energy_kj_mol": 490.8, "symbols": ["N", "C", "C", "N", "C", "C", "C", "O", "H", "H", "H", "H", "H", "H", "H", "H", "H", "H", "H", "H", "H", "H", "H", "O", "H", "H", "O", "H", "H", "O", "H", "H", "O", "H", "H", "O", "H", "H", "O", "H", "H", "O", "H", "H", "O", "H", "H", "O", "H", "H", "O", "H", "H", "O", "H", "H", "O", "H", "H", "O"], "xyz": [[-0.0418, -1.6530, -0.8173], [-0.8430, -0.5833, -1.4607], [-0.4576, 0.7370, -1.1944], [-1.5058, 1.6283, -0.9071], [-2.5633, 1.3416, 0.0145], [-2.3165, 1.5510, 1.5167], [-3.5701, 1.7271, 2.2821], [0.6519, 1.2977, -1.4247], [0.2787, -1.3420, 0.1175], [-0.5094, -2.5928, -0.6281], [0.8771, -1.9341, -1.2441], [-0.8547, -0.5277, -2.5913], [-2.0379, -0.6448, -1.1539], [-1.2327, 2.5652, -0.5623], [-3.1144, 0.4637, -0.2019], [-3.1687, 2.1938, -0.2422], [-1.5980, 2.4049, 1.5772], [-1.6723, 0.7538, 2.0251], [-3.5058, 2.6805, 2.7190], [-3.7375, 1.1031, 3.1827], [-4.5275, 1.7824, 1.6888], [2.8741, -2.6084, -1.7531], [2.0059, -1.6837, -2.7889], [2.0540, -2.5279, -2.2355], [1.1599, 4.6841, -1.2090], [0.6696, 3.2529, -1.3305], [0.3580, 4.0790, -1.0318], [1.3458, 0.7312, -2.9458], [1.2363, -0.4394, -4.0568], [1.7662, -0.0404, -3.3636], [-2.3090, -4.0280, 0.1288], [-2.7025, -3.7162, -1.3190], [-2.0698, -3.5030, -0.6197], [-0.7750, 1.2136, -4.7452], [-1.5219, 1.6388, -3.5193], [-1.1216, 0.8597, -3.8933], [3.4720, 1.3218, -0.3280], [2.7217, 2.7248, -0.1827], [3.4930, 2.1320, 0.1196], [0.6941, -4.3795, 1.8991], [1.2169, -4.4840, 0.5245], [0.9169, -3.8469, 1.1326], [-1.2144, -0.7013, 3.3408], [0.1490, -1.4478, 3.3406], [-0.5659, -1.1866, 2.8810], [1.0525, 1.2375, 1.3416], [1.7693, 0.4192, 2.4076], [0.9711, 0.3881, 1.8026], [2.0916, -1.6209, 4.1584], [1.5607, -0.0728, 4.4262], [2.3154, -0.7039, 4.1779], [1.0419, 1.8861, 4.7214], [0.3458, 1.8872, 3.4872], [0.5430, 1.3257, 4.1829], [4.0363, -0.3906, 1.2361], [2.8539, -0.8585, 0.4328], [3.7930, -1.0317, 0.5894], [-4.3065, -1.1145, -2.6380], [-3.3132, 0.0313, -2.8208], [-3.3885, -0.8343, -2.5024]], "forces_ev_per_a": [[0.72, -0.61, 1.49], [-3.91, -3.02, -0.40], [1.69, 6.72, 0.80], [1.87, -0.82, 1.01], [-1.12, 1.04, 0.76], [3.20, -1.65, -0.14], [-2.13, 0.20, 0.70], [-1.26, -1.62, 0.65], [-0.54, 0.06, 0.01], [-0.32, 1.45, -0.53], [-0.20, 0.19, -0.90], [0.20, -1.11, 1.22], [3.66, -0.59, -0.74], [0.90, -0.51, -1.31], [-0.51, -0.90, -0.19], [-1.33, 0.06, 0.16], [-0.83, -0.02, 0.10], [-0.84, 0.59, -1.22], [-0.21, 1.55, 0.65], [0.23, -0.25, -0.89], [1.05, -0.43, 0.36], [0.64, 0.38, -0.14], [0.93, -0.84, 1.12], [-1.04, 0.61, -0.69], [-2.09, -1.11, 0.49], [0.49, -2.07, -0.68], [1.61, 3.15, 0.21], [-0.30, -0.45, -0.03], [-0.33, 0.67, -0.23], [0.77, -0.74, -0.33], [-0.24, -0.56, 0.77], [0.19, 0.05, 0.15], [0.00, 0.39, -0.86], [-0.31, -0.60, 0.69], [-0.31, 0.58, 0.53], [0.45, 0.49, -1.72], [-0.34, -1.74, -1.37], [1.86, -1.81, 0.48], [-1.58, 3.49, 0.91], [-0.12, 0.12, 0.30], [0.77, -1.22, -1.39], [-0.70, 1.16, 0.93], [-0.50, 0.61, 1.44], [3.37, -0.83, 2.87], [-3.60, -0.58, -4.03], [0.14, -0.19, -0.25], [-1.19, -0.51, -0.71], [1.81, 1.00, -0.43], [-0.50, -0.68, 0.28], [1.07, -1.80, -0.56], [-0.32, 2.23, 0.14], [1.25, 1.35, 1.97], [-0.90, 1.21, -2.58], [-0.54, -2.03, 1.49], [0.42, 0.73, 0.89], [0.17, -0.03, 0.25], [-0.68, -0.66, -1.11], [0.28, 0.27, -0.05], [0.03, 2.01, -1.01], [-0.99, -2.37, 0.66]]}


(3)
{"formula": "C5H39NO15", "method": "wB97M-V/def2-TZVPD", "charge": 1, "homo_ha": [-0.4641, -0.4641], "multiplicity": 2, "s2": 0.76, "relative_energy_kj_mol": 233.6, "symbols": ["C", "C", "C", "C", "C", "N", "O", "H", "H", "H", "H", "H", "H", "H", "H", "H", "H", "H", "H", "H", "O", "H", "H", "O", "H", "H", "O", "H", "H", "O", "H", "H", "O", "H", "H", "O", "H", "H", "O", "H", "H", "O", "H", "H", "O", "H", "H", "O", "H", "H", "O", "H", "H", "O", "H", "H", "O", "H", "H", "O"], "xyz": [[1.4411, 2.5576, -1.6220], [2.1688, 1.4523, -0.8062], [1.5535, 0.0623, -1.2917], [2.2992, -0.9126, -0.3869], [2.2922, -2.3837, -0.6220], [1.2572, -3.0162, -1.4827], [3.0668, -3.0475, 0.0340], [1.2667, 2.3057, -2.6405], [2.0165, 3.4852, -1.5516], [0.4944, 2.8392, -1.1326], [3.3062, 1.4534, -1.0377], [2.0603, 1.6073, 0.2888], [0.4550, 0.1537, -1.0822], [1.6740, -0.0080, -2.3792], [3.4271, -0.5104, -0.1261], [1.8808, -0.7806, 0.6131], [1.1187, -3.8981, -1.0967], [0.5161, -2.4500, -1.6611], [-1.7109, 1.1935, 1.9934], [-2.4207, 2.5144, 1.5027], [-1.6093, 2.1626, 1.8090], [-4.3382, 2.5517, 0.7402], [-4.2480, 2.4747, -0.7258], [-4.0871, 1.9214, -0.0209], [-0.3788, -2.9094, 1.7027], [-1.5336, -1.6157, 1.4924], [-1.0872, -2.4846, 1.2818], [0.9339, 1.0965, 1.4512], [1.0570, 2.4540, 1.8228], [1.0704, 1.6656, 2.1155], [0.8519, -2.7307, -4.1620], [-0.5590, -3.1922, -3.9611], [-0.0724, -2.4583, -4.3357], [-1.5733, 0.5266, -0.2723], [-2.9592, 0.0034, -0.1935], [-2.0453, -0.0220, 0.3044], [-0.7957, 3.2582, 3.0087], [0.3553, 3.1827, 4.0478], [0.0838, 3.7683, 3.3436], [3.5584, -1.0645, 2.9969], [3.4776, -2.1822, 1.9163], [3.0048, -1.7674, 2.6807], [-2.1221, -0.6551, 2.4583], [-1.8686, -0.4991, 3.8165], [-2.4428, -0.0561, 3.1384], [-1.2056, 0.5874, -2.9586], [-1.9373, 1.6499, -2.0878], [-1.9494, 0.7242, -2.2978], [-1.8052, -2.7857, -0.7313], [-1.7659, -1.5202, -1.6338], [-1.6041, -2.4139, -1.6292], [0.6135, -0.0138, -3.7339], [-0.0547, 0.6172, -4.8430], [0.0798, 0.8079, -3.9227], [0.4270, -2.4189, 3.7534], [1.5511, -3.0458, 2.8642], [0.5627, -3.0622, 3.0339], [-0.2708, 5.3833, -0.2311], [-1.1502, 4.2071, 0.2165], [-1.1800, 4.9112, -0.4965]], "forces_ev_per_a": [[0.30, 0.69, 2.04], [0.91, 0.03, -1.50], [-0.02, 1.36, 0.78], [2.35, 2.50, 0.90], [-3.22, -1.89, -2.04], [7.19, 1.42, 2.74], [0.01, -0.26, -0.39], [-0.03, -0.19, -0.70], [0.15, -0.12, -0.24], [0.05, -0.40, -0.31], [-1.83, -0.02, 0.30], [0.28, -0.22, -1.09], [0.85, -0.70, -0.13], [0.52, -0.26, 0.63], [-2.54, -1.36, -1.20], [-0.23, -0.58, 0.24], [-0.94, -2.11, 0.27], [-3.58, 2.07, -0.48], [-0.43, 1.40, -0.08], [-1.34, -0.08, -0.49], [1.65, -0.27, 0.54], [0.36, -1.76, -1.46], [-0.61, 1.77, -2.97], [-0.07, 0.16, 4.31], [1.32, 0.21, 2.38], [1.94, -1.97, -0.49], [-3.71, 1.60, -3.20], [-1.13, -3.08, -3.51], [-0.55, 9.22, -2.94], [1.56, -6.64, 7.04], [-0.58, 0.21, -0.46], [-0.68, -0.13, 0.14], [1.39, 0.08, 0.31], [1.30, 1.34, -1.32], [2.33, -0.06, 1.72], [-3.77, -1.83, -0.11], [2.82, 1.49, 0.77], [0.31, -0.12, 0.37], [-3.05, -1.07, -1.13], [0.51, 0.54, 0.36], [-0.27, 0.59, 1.29], [0.13, -1.08, -1.58], [-0.93, 0.37, -0.74], [-1.02, 1.18, 0.22], [1.59, -1.58, 1.12], [-1.07, 0.56, 0.61], [-0.02, 0.82, -0.06], [0.67, -1.08, -0.45], [0.27, 0.98, -0.81], [-0.92, 3.41, 0.33], [0.96, -4.29, 0.48], [-0.87, 1.11, 0.03], [-0.66, 0.39, -1.19], [1.62, -1.81, 0.29], [0.19, -0.43, -0.45], [-1.66, 0.21, 0.75], [2.15, -0.22, 0.46], [-3.04, -1.18, -1.10], [-0.38, 0.95, -1.09], [3.42, 0.10, 2.32]]}


(4)
{"formula": "C5H3ClS", "method": "wB97M-V/def2-TZVPD", "charge": 0, "homo_ha": -0.3285, "relative_energy_kj_mol": 404.0, "symbols": ["C", "C", "C", "C", "C", "H", "H", "H", "S", "Cl"], "xyz": [[-1.1323, 0.3472, -0.0782], [-0.8080, 1.8269, -0.0963], [-0.2597, -0.7019, -0.1211], [1.1848, -0.8823, 0.0670], [2.3509, -1.4293, -0.0385], [-1.7365, 2.5637, -0.0692], [-0.9204, -1.6391, -0.1973], [3.4333, -2.1998, 0.3993], [0.6468, 2.3537, 0.0557], [-2.7588, -0.2392, 0.0786]], "forces_ev_per_a": [[1.60, 0.09, -0.13], [-4.30, -0.74, 0.63], [-0.53, -0.79, 0.41], [4.01, -2.66, -1.43], [-1.90, -0.25, 2.69], [1.75, -1.72, -0.28], [1.95, 0.92, 0.21], [-4.13, 3.22, -1.88], [2.25, 0.95, 0.00], [-0.70, 0.97, -0.22]]}